Density functional theory data (ωB97M-V/def2-TZVPD) for a 14-piece molecular cluster, C42H72O42 overall at a distorted geometry.

Output
- Orbital gap: 10.5 eV
- Energy relative to the best compared isomer or geometry (same formula, charge and spin): 528.74 kJ/mol
- Lowest unoccupied orbital energy: 0.1 eV
- Highest occupied orbital energy: -10.3 eV
- Charge: 0

The geometry in XYZ format:
```
156
Properties=species:S:1:pos:R:3:forces:R:3
C 3.55977 2.75719 -3.63687 0.41 -0.83 -0.11
C 2.73692 3.38220 -4.68080 -1.62 -1.15 -2.50
O 2.11618 4.43550 -4.03873 -1.71 1.15 -0.60
C 2.88179 4.83479 -3.04873 0.42 0.35 1.49
O 2.78410 5.85522 -2.44395 0.13 -0.31 -0.20
O 3.77339 3.84844 -2.77755 1.34 0.44 0.84
H 4.43771 2.30702 -4.10021 0.46 0.32 0.58
H 3.02896 1.97702 -3.09128 -0.10 -0.02 0.02
H 1.99195 2.68795 -5.06955 -0.31 -0.04 0.24
H 3.17166 3.76552 -5.60393 0.94 0.03 0.26
C -2.80209 4.64424 -5.89963 0.60 -0.21 -0.38
C -3.86555 3.94404 -6.70022 -0.30 -0.48 -0.39
O -5.04754 3.96495 -5.85915 0.66 0.01 -0.25
C -4.82097 4.79575 -4.82503 0.44 0.31 2.18
O -5.57054 5.02992 -3.90191 1.26 -0.30 -2.20
O -3.49647 5.26396 -4.86513 -2.06 0.63 0.50
H -2.29905 5.31651 -6.59468 0.19 0.48 0.54
H -2.06526 4.00125 -5.41823 0.05 -0.27 -0.32
H -3.51257 2.94528 -6.95711 -0.68 -0.25 0.19
H -4.09248 4.46139 -7.63240 -0.15 0.07 0.12
C -4.15138 8.62990 4.81892 -0.10 1.78 1.98
C -2.87941 9.41071 5.16114 -0.75 0.65 0.99
O -1.88600 8.78524 4.42593 0.81 -2.31 -0.92
C -2.36450 7.54510 4.04747 4.62 -1.87 -4.50
O -1.72119 6.68735 3.35942 -2.31 3.57 3.60
O -3.63202 7.46110 4.26343 -2.43 -1.00 -0.20
H -4.80356 9.31717 4.28002 -0.09 -0.97 -1.24
H -4.70873 8.39836 5.72659 0.08 -0.30 -0.03
H -2.66173 9.29628 6.22303 0.18 0.43 0.07
H -2.93386 10.45031 4.83807 0.04 -0.03 0.34
C -0.88570 4.96451 7.86345 0.02 0.08 -0.18
C 0.39229 5.10778 7.07981 0.34 0.08 -1.00
O 0.88420 6.34723 7.54964 1.10 1.49 -0.06
C -0.10778 7.09394 8.14323 2.49 2.51 -0.14
O -0.08513 8.29933 8.37954 0.21 -2.94 -0.76
O -1.03390 6.28120 8.48904 -3.14 -2.42 0.59
H -0.70333 4.15485 8.57006 -0.65 0.47 0.54
H -1.75070 4.76020 7.23246 -0.05 0.10 0.30
H 0.34553 5.17109 5.99266 -0.72 0.20 -0.09
H 1.05573 4.25329 7.21316 0.38 0.39 0.70
C 4.38067 -2.82135 5.18810 1.43 1.15 0.46
C 5.56489 -2.16481 5.92282 -0.01 -2.34 -1.07
O 5.17802 -0.84352 6.06851 0.54 1.38 1.16
C 4.21232 -0.47362 5.21920 -1.43 0.18 -0.38
O 3.73809 0.64632 5.12926 1.27 -3.25 -0.22
O 3.82123 -1.65109 4.52583 -0.38 0.40 0.51
H 3.77995 -3.32795 5.94348 -0.94 0.51 -0.38
H 4.79805 -3.59170 4.53969 -0.56 0.38 -0.65
H 6.46810 -2.28910 5.32544 0.13 0.62 -0.14
H 5.74553 -2.77680 6.80652 -0.06 0.98 0.69
C -6.66128 -2.52119 -5.75953 -2.45 -0.10 -0.48
C -6.70130 -2.88767 -7.26188 -2.26 -0.73 1.19
O -5.34896 -3.09799 -7.54900 0.71 0.38 0.22
C -4.68318 -2.36626 -6.63349 2.80 1.38 -0.08
O -3.49045 -2.19005 -6.58520 -1.29 -0.62 -0.40
O -5.52309 -1.72971 -5.78972 1.12 -0.16 0.55
H -6.63913 -3.31808 -5.01619 0.65 -0.44 -0.29
H -7.51453 -1.93116 -5.42497 0.02 0.26 -0.37
H -7.16624 -2.04080 -7.76660 0.52 0.16 -0.43
H -7.28233 -3.77054 -7.52844 0.20 -0.08 0.17
C -0.77620 -3.37543 2.32080 -0.27 -0.42 -0.70
O -2.02395 -3.97839 1.92651 -1.07 -0.22 0.38
C -2.29634 -5.29103 1.99135 3.54 -1.07 1.15
O -1.40570 -6.16117 2.20245 -3.58 2.37 -0.76
O -3.62507 -5.41834 1.84124 0.93 -0.38 0.60
C -4.09908 -6.75424 1.82090 -0.40 -1.35 -1.02
H -0.18583 -3.38740 1.40460 0.43 0.29 0.35
H -0.25294 -3.85831 3.14610 -0.27 -0.37 -0.16
H -1.05672 -2.36559 2.62021 0.17 -0.06 -0.19
H -3.65801 -7.26465 0.96473 -0.06 0.00 -0.14
H -5.18153 -6.74643 1.69304 0.12 0.46 -0.06
H -3.90523 -7.42918 2.65455 0.48 0.78 0.55
C -9.89757 -2.93614 0.00828 -0.66 -0.23 -1.56
O -8.54348 -2.75242 0.33969 -1.34 -1.54 2.49
C -7.72651 -2.26208 -0.48303 2.01 3.12 -5.47
O -7.99763 -1.78693 -1.64644 0.97 -1.84 4.14
O -6.50181 -2.29526 0.08721 -0.01 0.36 0.77
C -5.37021 -1.67074 -0.56617 -1.55 -0.01 -2.03
H -10.41731 -3.39712 0.84820 0.15 0.70 0.11
H -10.01508 -3.62840 -0.82543 0.40 -0.34 -0.04
H -10.28620 -2.02022 -0.43687 -0.35 0.21 0.77
H -5.00172 -2.45679 -1.22530 0.67 0.28 0.14
H -4.60767 -1.15569 0.01808 -0.44 -0.81 0.86
H -5.80317 -0.90241 -1.20673 0.16 0.05 -0.22
C 5.71223 -6.17523 0.59701 0.44 -1.05 0.71
O 5.05349 -5.17379 -0.10165 -2.31 1.80 -1.37
C 3.74808 -5.33765 -0.56299 0.10 -0.64 -0.71
O 3.17616 -6.39756 -0.71859 1.19 1.50 0.74
O 3.13588 -4.18975 -0.98128 0.64 -1.12 -0.04
C 3.63440 -2.85480 -0.88393 0.09 0.20 1.28
H 5.60598 -5.97931 1.66398 -0.17 -0.24 0.11
H 6.78032 -6.11705 0.38749 -0.09 0.15 -0.28
H 5.36686 -7.17722 0.34240 -0.18 0.09 0.03
H 3.00043 -2.19102 -1.47179 0.12 -0.48 -0.43
H 4.69464 -2.73534 -1.10689 -0.13 -0.25 -0.24
H 3.45712 -2.52627 0.14015 0.28 0.06 0.18
C 2.18068 -2.71035 -5.69300 0.13 -0.06 -0.33
O 3.36568 -1.86098 -5.68091 -0.33 -0.34 -0.29
C 4.30178 -2.07689 -6.63582 -1.00 -2.19 -0.61
O 4.31012 -2.96816 -7.47453 -0.44 1.08 1.10
O 5.24808 -1.19739 -6.47774 1.25 0.65 0.29
C 6.45543 -1.37586 -7.25377 -0.13 0.41 -0.33
H 1.82020 -2.82508 -6.71525 0.08 -0.05 0.09
H 1.39623 -2.26494 -5.08117 0.37 0.51 -0.10
H 2.35161 -3.69032 -5.24743 0.49 0.01 -0.20
H 6.30717 -0.91613 -8.23089 0.05 0.15 0.07
H 6.74558 -2.40711 -7.45485 -0.39 -0.09 0.49
H 7.22860 -0.85236 -6.69141 -0.11 -0.07 -0.14
C 6.33581 5.73089 2.78869 0.95 0.69 -1.76
O 6.63133 6.68211 1.71511 0.50 0.24 -1.80
C 7.70337 6.47232 0.86061 1.18 0.87 2.46
O 8.55944 5.61421 0.99542 -1.57 0.63 -0.60
O 7.80881 7.57616 0.07349 -0.31 0.03 0.31
C 9.06319 7.90780 -0.56817 0.30 -1.72 -0.33
H 6.57458 4.77870 2.31497 -0.04 -0.37 0.98
H 5.27665 5.84470 3.01963 0.22 -0.03 -0.08
H 6.97992 6.06877 3.60052 -0.14 -0.73 0.23
H 8.87142 8.04144 -1.63281 -0.16 0.22 0.18
H 9.73596 7.05507 -0.47699 -0.07 -0.15 -0.03
H 9.63634 8.74359 -0.16686 -0.87 0.30 0.43
C -1.63204 -6.28306 -3.03057 -0.73 0.82 0.44
O -0.68947 -7.12473 -3.65527 -0.36 -0.74 0.80
C -0.39452 -8.34099 -3.04463 -3.91 3.40 4.96
O -0.79542 -8.69056 -1.91546 0.79 0.58 -3.02
O 0.36358 -8.88455 -3.84170 3.37 -4.48 -3.62
C 0.71680 -10.32161 -3.66550 0.08 1.49 1.04
H -1.32493 -5.89490 -2.05942 0.36 -0.23 0.03
H -2.62859 -6.70194 -2.89087 0.15 -0.67 -0.03
H -1.81119 -5.42427 -3.67747 0.45 -0.07 -0.21
H 1.37050 -10.58104 -4.49824 -0.37 0.10 0.10
H -0.18044 -10.93053 -3.55471 0.03 0.17 -0.36
H 1.25141 -10.34236 -2.71584 0.13 -0.33 -0.13
C 0.11778 -1.86406 8.66601 1.97 0.06 0.53
O -1.02784 -1.52002 7.99678 -2.25 -0.05 -1.04
C -1.12088 -0.48750 7.15648 0.72 2.78 0.90
O -0.32917 0.44660 7.01022 -0.72 -2.17 0.11
O -2.35643 -0.47457 6.66787 -0.12 -1.11 -0.28
C -2.70852 0.54660 5.74068 0.22 0.35 -0.18
H 0.62683 -2.63813 8.09173 0.41 0.21 -0.06
H -0.06800 -2.30602 9.64492 -0.69 0.13 -0.10
H 0.72483 -0.97535 8.83859 0.35 -0.14 -0.22
H -3.00071 1.43401 6.30214 0.05 0.07 -0.15
H -3.54542 0.19315 5.13838 0.03 -0.16 0.31
H -1.88056 0.77369 5.06911 0.04 0.07 0.18
C 0.76053 2.72806 0.73628 -0.11 0.88 0.02
O 0.10730 2.64525 -0.53677 -0.05 -1.59 -0.94
C -0.17794 1.44027 -1.14634 0.32 -0.95 2.77
O 0.02134 0.30814 -0.65368 -0.52 3.21 -1.90
O -0.77605 1.79955 -2.28175 -1.04 -1.64 -0.74
C -1.38780 0.77705 -3.15548 1.14 -0.36 -0.98
H 1.45571 1.91980 0.96327 -0.34 -0.07 -0.12
H 0.02091 2.93476 1.50981 -0.20 -0.81 0.08
H 1.27043 3.69097 0.70620 0.46 -0.22 -0.27
H -2.24071 1.13713 -3.73078 -0.04 0.73 0.76
H -1.64103 -0.22417 -2.80685 0.02 0.48 1.28
H -0.66420 0.52777 -3.93159 0.38 0.30 0.00
```
Positions in Å, forces in eV/Å.